The following is a DFT calculation (ωB97M-V/def2-TZVPD) of a structure of composition C18H32N3O9PtSSi at a distorted geometry.

XYZ file:
```
65
Properties=species:S:1:pos:R:3:forces:R:3
Pt -0.495 0.301 -0.393 -0.113 1.102 0.805
C -1.555 -0.544 3.044 -0.073 0.150 0.108
C -0.153 -0.434 2.590 0.156 0.095 0.140
N 0.298 -0.209 1.362 -0.884 0.187 0.181
C 1.651 -0.194 1.375 0.314 0.138 -0.119
C 2.081 -0.397 2.644 -0.035 -0.131 0.018
N 0.933 -0.551 3.379 0.018 0.030 -0.078
C 3.416 -0.478 3.305 -0.005 -0.009 -0.030
O 4.474 -0.372 2.523 -0.058 0.037 0.016
O 3.457 -0.638 4.492 0.029 -0.018 -0.013
C 2.275 0.060 0.082 0.338 -0.229 0.035
O 3.464 0.077 -0.101 0.112 0.101 -0.073
O 1.397 0.251 -0.900 0.314 -0.086 -0.638
H -2.233 -0.277 2.238 0.065 -0.012 0.033
H -1.728 0.127 3.885 0.006 0.007 0.005
H -1.767 -1.567 3.352 0.010 0.022 -0.023
H 0.951 -0.724 4.377 -0.026 -0.012 -0.006
H 4.247 -0.219 1.579 0.024 -0.018 0.010
O -1.198 -2.565 1.119 -0.026 -0.224 -0.364
S -0.771 -2.739 -0.265 -0.234 -0.647 0.411
N -0.385 -1.551 -1.079 0.131 0.159 -0.319
C -2.235 1.828 -4.202 -0.007 -0.032 0.027
C -1.046 1.251 -3.455 -0.159 -0.223 0.064
C 0.165 2.156 -3.495 0.050 0.092 0.057
C -0.737 -0.143 -3.949 0.051 -0.036 0.042
O -1.507 1.096 -1.999 0.146 0.452 -0.277
Si -2.254 2.351 -1.047 0.598 -0.230 0.470
O -1.388 1.888 0.313 -0.520 -0.616 -0.396
O -1.842 3.775 -1.618 0.053 0.005 -0.100
C -2.208 5.141 -1.238 0.031 -0.012 -0.052
C -3.607 5.420 -1.757 -0.057 0.026 -0.014
C -1.180 6.032 -1.912 -0.005 0.000 0.022
C -2.134 5.252 0.273 -0.031 0.024 0.084
O -3.818 2.152 -0.901 -0.233 0.018 -0.136
C -4.798 1.094 -0.736 0.012 -0.023 -0.021
C -4.106 -0.253 -0.568 0.041 -0.047 0.059
C -5.612 1.454 0.493 0.016 -0.007 0.054
C -5.655 1.103 -1.991 -0.019 -0.004 0.013
H -1.957 1.913 -5.253 -0.027 0.025 -0.001
H -2.514 2.818 -3.847 0.041 0.054 0.033
H -3.098 1.165 -4.136 0.018 -0.031 0.001
H 0.537 2.178 -4.520 -0.008 0.015 -0.002
H 0.973 1.786 -2.865 -0.019 -0.090 0.015
H -0.085 3.171 -3.197 -0.017 0.010 0.005
H -0.472 -0.073 -5.004 -0.005 -0.032 0.002
H -1.605 -0.796 -3.855 -0.022 -0.004 0.009
H 0.099 -0.593 -3.419 0.040 0.024 0.032
H -3.639 5.343 -2.844 0.023 -0.007 -0.016
H -3.906 6.430 -1.479 -0.003 0.009 -0.009
H -4.330 4.720 -1.338 0.014 -0.007 0.038
H -1.205 5.895 -2.993 -0.018 -0.004 -0.011
H -0.176 5.805 -1.554 0.005 -0.008 0.021
H -1.398 7.078 -1.694 0.009 0.006 -0.005
H -2.880 4.614 0.753 -0.025 -0.026 -0.014
H -2.328 6.278 0.585 -0.007 0.000 -0.013
H -1.146 4.966 0.635 0.032 -0.003 -0.019
H -3.428 -0.251 0.293 -0.080 0.044 -0.030
H -3.546 -0.528 -1.464 -0.002 0.017 -0.023
H -4.853 -1.026 -0.389 0.003 -0.011 -0.005
H -4.981 1.475 1.382 0.024 -0.007 0.003
H -6.405 0.722 0.649 -0.008 -0.007 -0.007
H -6.067 2.436 0.371 -0.004 0.007 -0.019
H -5.050 0.888 -2.872 0.017 -0.009 -0.005
H -6.125 2.076 -2.123 0.000 0.011 0.012
H -6.437 0.346 -1.922 -0.011 -0.003 0.014
```
Forces are in eV/Å.

Calculated values
Relative energy (zero: lowest compared OMol25 entry of this formula, charge and spin) in kcal per mole: 10.3
LUMO (spin up / spin down) in eV: -5.83 / -5.83
E_HOMO (spin up / spin down) in eV: -13.32 / -13.32
Charge: +1